# 1
100
Properties=species:S:1:pos:R:3 method="wB97M-V/def2-TZVPD" s2=6.06 de_lowest_kj_mol=0.0 spin_multiplicity=5 fmax_ev_per_a=0.766 total_charge=0 homo_ha="-0.2762 / -0.2822" lumo_ha="-0.02984 / -0.01848"
Mn -0.55 -1.50 -1.20
N -2.44 -0.30 -0.74
C -3.78 -0.70 -1.21
C -3.97 -2.21 -1.26
C -3.19 -2.84 -2.40
N -1.79 -3.09 -1.99
H -2.46 -0.05 0.24
H -2.16 0.53 -1.24
H -3.90 -0.30 -2.22
H -4.56 -0.25 -0.59
H -5.03 -2.43 -1.38
H -3.66 -2.65 -0.31
H -3.16 -2.17 -3.25
H -3.66 -3.77 -2.72
H -1.24 -3.38 -2.79
H -1.76 -3.87 -1.34
O 0.83 -5.18 -0.87
C 0.52 -4.08 -0.46
O 0.71 -2.96 -1.09
C -0.13 -3.96 0.91
C 0.14 -4.97 1.86
C -0.39 -4.84 3.11
C -1.21 -3.72 3.40
C -1.81 -3.53 4.67
C -2.61 -2.45 4.90
C -2.85 -1.51 3.87
C -2.28 -1.67 2.64
C -1.45 -2.78 2.37
N -0.88 -2.91 1.13
H 0.75 -5.81 1.57
H -0.20 -5.57 3.88
H -1.62 -4.25 5.45
H -3.06 -2.30 5.87
H -3.48 -0.65 4.06
H -2.44 -0.96 1.85
C 6.21 0.38 3.12
C 4.77 0.49 2.67
C 4.20 1.71 2.34
C 2.88 1.84 1.89
C 2.46 3.28 1.67
C 2.09 0.69 1.77
As 0.22 0.50 1.09
N 0.60 -0.13 -0.61
C 1.63 0.31 -1.49
C 2.16 1.60 -1.42
C 3.12 2.04 -2.32
C 3.59 1.20 -3.32
C 3.08 -0.09 -3.39
C 2.14 -0.54 -2.48
C -0.49 2.33 1.04
C -0.83 3.11 -0.07
C -0.70 2.68 -1.51
C -1.34 4.40 0.14
C -1.54 4.92 1.40
C -2.02 6.34 1.60
C -1.27 4.10 2.49
C -0.77 2.82 2.34
C -0.53 2.00 3.58
C 2.66 -0.56 2.12
C 1.90 -1.87 2.02
C 3.97 -0.64 2.56
H 6.65 1.37 3.26
H 6.80 -0.15 2.37
H 6.28 -0.17 4.06
H 4.80 2.61 2.42
H 3.30 3.83 1.23
H 2.23 3.75 2.63
H 1.60 3.41 1.03
H 1.79 2.28 -0.66
H 3.51 3.05 -2.23
H 4.33 1.54 -4.04
H 3.44 -0.78 -4.15
H 1.81 -1.57 -2.53
H -0.39 1.64 -1.63
H 0.04 3.28 -2.04
H -1.65 2.82 -2.03
H -1.58 5.00 -0.74
H -2.27 6.81 0.65
H -1.25 6.94 2.08
H -2.91 6.37 2.24
H -1.47 4.47 3.50
H -0.88 2.53 4.47
H 0.53 1.77 3.73
H -1.06 1.04 3.54
H 0.99 -1.86 2.63
H 2.53 -2.70 2.36
H 1.61 -2.07 0.99
H 4.38 -1.61 2.82
F -1.07 0.11 -8.36
C -1.06 -0.08 -7.04
C -1.82 0.71 -6.21
F -2.59 1.67 -6.73
C -1.80 0.50 -4.84
F -2.59 1.27 -4.06
C -1.01 -0.47 -4.23
O -1.00 -0.64 -2.94
C -0.27 -1.27 -5.11
F 0.46 -2.28 -4.61
C -0.28 -1.08 -6.48
F 0.45 -1.87 -7.27


# 2
12
Properties=species:S:1:pos:R:3 method="wB97M-V/def2-TZVPD" de_lowest_kj_mol=123.5 fmax_ev_per_a=3.793 total_charge=0 homo_ha=-0.3894 lumo_ha=-0.03770
C 0.20 0.99 0.29
C 0.26 -0.47 -0.08
C -0.86 -1.23 -0.13
C -2.18 -0.71 -0.20
C 1.57 -1.04 -0.18
H 1.61 2.29 -0.03
H -0.81 1.40 0.28
H 0.50 1.08 1.36
H -0.79 -2.32 -0.27
N -3.20 -0.12 -0.27
N 2.63 -1.51 -0.18
O 1.07 1.64 -0.60


# 3
90
Properties=species:S:1:pos:R:3 method="wB97M-V/def2-TZVPD" de_lowest_kj_mol=598.2 fmax_ev_per_a=3.923 total_charge=+2 homo_ha="-0.4475 / -0.4705" lumo_ha="-0.26364 / -0.23670"
P 1.45 1.14 -2.52
C 3.12 1.50 -2.58
C 3.99 0.89 -3.51
H 3.59 0.09 -4.17
C 5.31 1.33 -3.62
H 5.98 0.86 -4.40
C 5.79 2.34 -2.80
H 6.82 2.70 -2.91
C 4.96 2.93 -1.83
H 5.34 3.72 -1.17
C 3.63 2.51 -1.71
H 2.97 2.92 -0.96
C 1.06 -0.50 -3.08
C 1.76 -1.64 -2.65
H 2.66 -1.50 -1.99
C 1.38 -2.92 -3.00
H 1.93 -3.78 -2.64
C 0.31 -3.11 -3.85
H 0.01 -4.12 -4.16
C -0.38 -2.02 -4.37
H -1.19 -2.16 -5.10
C -0.01 -0.72 -4.00
H -0.54 0.15 -4.44
C 0.35 2.40 -3.04
C 0.63 3.07 -4.27
H 1.55 2.79 -4.84
C -0.24 4.04 -4.73
H 0.00 4.55 -5.75
C -1.37 4.41 -4.04
H -2.05 5.18 -4.44
C -1.64 3.79 -2.81
H -2.52 4.10 -2.24
C -0.80 2.80 -2.33
H -0.97 2.34 -1.35
Sn 0.26 0.24 2.39
C -1.42 -1.11 1.69
C -1.94 -1.48 0.54
H -1.64 -1.36 2.76
C -1.26 -0.97 -0.72
O -2.37 -0.17 -1.54
H -1.88 0.59 -1.93
C -0.13 -0.04 -0.34
H -1.16 -1.84 -1.43
C 0.54 0.69 0.49
Cl 2.39 1.78 3.17
P -1.32 2.11 2.89
P 1.73 -1.79 2.68
C -0.63 3.07 4.26
H 0.43 3.27 4.06
H -0.73 2.48 5.18
H -1.20 4.01 4.32
C -1.55 3.28 1.54
H -2.27 2.89 0.81
H -0.60 3.50 1.03
H -1.94 4.20 1.99
C -2.97 1.57 3.35
H -2.94 1.06 4.32
H -3.38 0.89 2.59
H -3.62 2.46 3.41
C 2.45 -1.78 4.33
H 1.69 -2.04 5.08
H 2.82 -0.78 4.54
H 3.28 -2.51 4.34
C 0.96 -3.43 2.50
H 0.53 -3.55 1.49
H 0.17 -3.54 3.24
H 1.73 -4.19 2.66
C 3.16 -1.82 1.57
H 3.61 -0.82 1.51
H 2.86 -2.16 0.56
H 3.87 -2.52 2.01
P -3.37 -2.67 0.12
C -3.79 -3.52 1.62
C -2.75 -3.76 -1.17
H -3.91 -2.79 2.43
H -2.99 -4.22 1.87
H -4.72 -4.06 1.44
H -2.37 -3.20 -2.03
H -3.56 -4.41 -1.51
H -1.94 -4.38 -0.78
C -4.71 -1.63 -0.46
H -5.08 -1.05 0.39
H -5.51 -2.25 -0.88
H -4.31 -0.94 -1.21
H 1.47 1.18 0.78
F -1.08 -1.22 4.73
B -0.58 -0.51 5.92
F -0.15 -1.46 6.85
F 0.52 0.29 5.46
F -1.60 0.33 6.40


# 4
93
Properties=species:S:1:pos:R:3 method="wB97M-V/def2-TZVPD" fmax_ev_per_a=2.523 total_charge=0 homo_ha=-0.3115 lumo_ha=-0.01814
C 3.36 -3.01 4.47
C 2.34 -3.48 3.41
Br 2.94 -5.29 2.85
C 0.91 -3.56 4.13
Br 0.30 -5.45 4.05
C -0.20 -2.72 3.40
I -2.05 -3.05 4.56
C -0.46 -3.30 2.05
N -0.51 -3.51 0.91
C 0.05 -1.16 3.37
C 0.69 -0.77 4.68
N 0.89 -0.48 5.79
C 1.02 -0.68 2.22
C 2.35 -0.06 2.69
C 3.15 0.28 1.39
F 4.02 1.35 1.57
C -1.26 -0.39 3.18
C -1.76 0.55 4.08
C -2.94 1.27 3.90
N -3.68 1.12 2.80
C -3.23 0.21 1.95
C -2.09 -0.58 2.04
H 4.37 -2.94 4.02
H 3.06 -2.07 4.94
H 3.40 -3.78 5.25
H 2.34 -2.89 2.49
H 0.97 -3.35 5.20
H 1.27 -1.47 1.49
H 0.50 0.11 1.65
H 2.22 0.91 3.20
H 2.99 -0.75 3.26
H 3.68 -0.63 1.06
H 2.39 0.53 0.62
H -1.20 0.73 5.00
H -3.25 2.00 4.65
H -3.84 0.06 1.04
H -1.82 -1.29 1.25
Br 2.36 3.30 -0.74
C 4.15 4.06 -0.78
C 4.75 3.96 -2.16
Br 5.35 2.15 -2.54
H 4.73 3.55 -0.02
H 4.02 5.11 -0.50
H 5.64 4.58 -2.24
H 4.05 4.23 -2.95
Br 7.88 -8.68 4.85
C 6.44 -8.62 3.54
C 6.14 -7.21 3.11
Br 5.14 -6.24 4.47
H 5.58 -9.12 3.99
H 6.79 -9.21 2.70
H 5.50 -7.21 2.23
H 7.04 -6.63 2.91
Br 0.10 4.79 -3.39
C -0.99 5.61 -2.00
C -0.77 7.09 -1.94
Br 0.92 7.53 -1.07
H -0.75 5.10 -1.07
H -2.02 5.38 -2.28
H -1.54 7.57 -1.33
H -0.75 7.56 -2.92
Br 6.54 -0.38 0.59
C 7.85 -1.02 -0.70
C 7.21 -1.92 -1.73
Br 6.85 -3.69 -1.00
H 8.64 -1.51 -0.13
H 8.25 -0.12 -1.17
H 7.90 -2.09 -2.56
H 6.27 -1.53 -2.10
Br -3.75 -1.21 -1.00
C -5.15 -1.07 -2.36
C -5.27 0.34 -2.86
Br -6.19 1.48 -1.58
H -6.06 -1.45 -1.91
H -4.84 -1.74 -3.16
H -5.88 0.37 -3.76
H -4.31 0.80 -3.06
Br -6.14 -1.18 -6.21
C -7.69 -0.70 -7.28
C -8.14 0.71 -7.01
Br -9.10 0.85 -5.32
H -8.46 -1.44 -7.07
H -7.37 -0.80 -8.31
H -8.85 1.04 -7.77
H -7.32 1.42 -6.96
Br -6.19 3.88 -5.13
C -7.26 4.76 -3.77
C -6.95 6.23 -3.69
Br -5.27 6.56 -2.77
H -7.08 4.24 -2.84
H -8.30 4.61 -4.08
H -7.71 6.75 -3.10
H -6.88 6.71 -4.67


Copy entry 1 word for word.
100
Properties=species:S:1:pos:R:3 method="wB97M-V/def2-TZVPD" s2=6.06 de_lowest_kj_mol=0.0 spin_multiplicity=5 fmax_ev_per_a=0.766 total_charge=0 homo_ha="-0.2762 / -0.2822" lumo_ha="-0.02984 / -0.01848"
Mn -0.55 -1.50 -1.20
N -2.44 -0.30 -0.74
C -3.78 -0.70 -1.21
C -3.97 -2.21 -1.26
C -3.19 -2.84 -2.40
N -1.79 -3.09 -1.99
H -2.46 -0.05 0.24
H -2.16 0.53 -1.24
H -3.90 -0.30 -2.22
H -4.56 -0.25 -0.59
H -5.03 -2.43 -1.38
H -3.66 -2.65 -0.31
H -3.16 -2.17 -3.25
H -3.66 -3.77 -2.72
H -1.24 -3.38 -2.79
H -1.76 -3.87 -1.34
O 0.83 -5.18 -0.87
C 0.52 -4.08 -0.46
O 0.71 -2.96 -1.09
C -0.13 -3.96 0.91
C 0.14 -4.97 1.86
C -0.39 -4.84 3.11
C -1.21 -3.72 3.40
C -1.81 -3.53 4.67
C -2.61 -2.45 4.90
C -2.85 -1.51 3.87
C -2.28 -1.67 2.64
C -1.45 -2.78 2.37
N -0.88 -2.91 1.13
H 0.75 -5.81 1.57
H -0.20 -5.57 3.88
H -1.62 -4.25 5.45
H -3.06 -2.30 5.87
H -3.48 -0.65 4.06
H -2.44 -0.96 1.85
C 6.21 0.38 3.12
C 4.77 0.49 2.67
C 4.20 1.71 2.34
C 2.88 1.84 1.89
C 2.46 3.28 1.67
C 2.09 0.69 1.77
As 0.22 0.50 1.09
N 0.60 -0.13 -0.61
C 1.63 0.31 -1.49
C 2.16 1.60 -1.42
C 3.12 2.04 -2.32
C 3.59 1.20 -3.32
C 3.08 -0.09 -3.39
C 2.14 -0.54 -2.48
C -0.49 2.33 1.04
C -0.83 3.11 -0.07
C -0.70 2.68 -1.51
C -1.34 4.40 0.14
C -1.54 4.92 1.40
C -2.02 6.34 1.60
C -1.27 4.10 2.49
C -0.77 2.82 2.34
C -0.53 2.00 3.58
C 2.66 -0.56 2.12
C 1.90 -1.87 2.02
C 3.97 -0.64 2.56
H 6.65 1.37 3.26
H 6.80 -0.15 2.37
H 6.28 -0.17 4.06
H 4.80 2.61 2.42
H 3.30 3.83 1.23
H 2.23 3.75 2.63
H 1.60 3.41 1.03
H 1.79 2.28 -0.66
H 3.51 3.05 -2.23
H 4.33 1.54 -4.04
H 3.44 -0.78 -4.15
H 1.81 -1.57 -2.53
H -0.39 1.64 -1.63
H 0.04 3.28 -2.04
H -1.65 2.82 -2.03
H -1.58 5.00 -0.74
H -2.27 6.81 0.65
H -1.25 6.94 2.08
H -2.91 6.37 2.24
H -1.47 4.47 3.50
H -0.88 2.53 4.47
H 0.53 1.77 3.73
H -1.06 1.04 3.54
H 0.99 -1.86 2.63
H 2.53 -2.70 2.36
H 1.61 -2.07 0.99
H 4.38 -1.61 2.82
F -1.07 0.11 -8.36
C -1.06 -0.08 -7.04
C -1.82 0.71 -6.21
F -2.59 1.67 -6.73
C -1.80 0.50 -4.84
F -2.59 1.27 -4.06
C -1.01 -0.47 -4.23
O -1.00 -0.64 -2.94
C -0.27 -1.27 -5.11
F 0.46 -2.28 -4.61
C -0.28 -1.08 -6.48
F 0.45 -1.87 -7.27


Please write out number 1 again, unchanged.
100
Properties=species:S:1:pos:R:3 method="wB97M-V/def2-TZVPD" s2=6.06 de_lowest_kj_mol=0.0 spin_multiplicity=5 fmax_ev_per_a=0.766 total_charge=0 homo_ha="-0.2762 / -0.2822" lumo_ha="-0.02984 / -0.01848"
Mn -0.55 -1.50 -1.20
N -2.44 -0.30 -0.74
C -3.78 -0.70 -1.21
C -3.97 -2.21 -1.26
C -3.19 -2.84 -2.40
N -1.79 -3.09 -1.99
H -2.46 -0.05 0.24
H -2.16 0.53 -1.24
H -3.90 -0.30 -2.22
H -4.56 -0.25 -0.59
H -5.03 -2.43 -1.38
H -3.66 -2.65 -0.31
H -3.16 -2.17 -3.25
H -3.66 -3.77 -2.72
H -1.24 -3.38 -2.79
H -1.76 -3.87 -1.34
O 0.83 -5.18 -0.87
C 0.52 -4.08 -0.46
O 0.71 -2.96 -1.09
C -0.13 -3.96 0.91
C 0.14 -4.97 1.86
C -0.39 -4.84 3.11
C -1.21 -3.72 3.40
C -1.81 -3.53 4.67
C -2.61 -2.45 4.90
C -2.85 -1.51 3.87
C -2.28 -1.67 2.64
C -1.45 -2.78 2.37
N -0.88 -2.91 1.13
H 0.75 -5.81 1.57
H -0.20 -5.57 3.88
H -1.62 -4.25 5.45
H -3.06 -2.30 5.87
H -3.48 -0.65 4.06
H -2.44 -0.96 1.85
C 6.21 0.38 3.12
C 4.77 0.49 2.67
C 4.20 1.71 2.34
C 2.88 1.84 1.89
C 2.46 3.28 1.67
C 2.09 0.69 1.77
As 0.22 0.50 1.09
N 0.60 -0.13 -0.61
C 1.63 0.31 -1.49
C 2.16 1.60 -1.42
C 3.12 2.04 -2.32
C 3.59 1.20 -3.32
C 3.08 -0.09 -3.39
C 2.14 -0.54 -2.48
C -0.49 2.33 1.04
C -0.83 3.11 -0.07
C -0.70 2.68 -1.51
C -1.34 4.40 0.14
C -1.54 4.92 1.40
C -2.02 6.34 1.60
C -1.27 4.10 2.49
C -0.77 2.82 2.34
C -0.53 2.00 3.58
C 2.66 -0.56 2.12
C 1.90 -1.87 2.02
C 3.97 -0.64 2.56
H 6.65 1.37 3.26
H 6.80 -0.15 2.37
H 6.28 -0.17 4.06
H 4.80 2.61 2.42
H 3.30 3.83 1.23
H 2.23 3.75 2.63
H 1.60 3.41 1.03
H 1.79 2.28 -0.66
H 3.51 3.05 -2.23
H 4.33 1.54 -4.04
H 3.44 -0.78 -4.15
H 1.81 -1.57 -2.53
H -0.39 1.64 -1.63
H 0.04 3.28 -2.04
H -1.65 2.82 -2.03
H -1.58 5.00 -0.74
H -2.27 6.81 0.65
H -1.25 6.94 2.08
H -2.91 6.37 2.24
H -1.47 4.47 3.50
H -0.88 2.53 4.47
H 0.53 1.77 3.73
H -1.06 1.04 3.54
H 0.99 -1.86 2.63
H 2.53 -2.70 2.36
H 1.61 -2.07 0.99
H 4.38 -1.61 2.82
F -1.07 0.11 -8.36
C -1.06 -0.08 -7.04
C -1.82 0.71 -6.21
F -2.59 1.67 -6.73
C -1.80 0.50 -4.84
F -2.59 1.27 -4.06
C -1.01 -0.47 -4.23
O -1.00 -0.64 -2.94
C -0.27 -1.27 -5.11
F 0.46 -2.28 -4.61
C -0.28 -1.08 -6.48
F 0.45 -1.87 -7.27